Computed, not measured: a 5-piece molecular cluster, C79H76Cl2FI2O13P2S overall at a distorted geometry, with ωB97M-V/def2-TZVPD.

Output
- HOMO energy: -0.179 hartree
- Total charge: -1
- LUMO level: 0.14 eV
- Gap between HOMO and LUMO: 5.00 eV

Atoms and positions in Å:
C  11.545  3.033  6.353
O  11.597  1.624  6.197
C  10.531  1.119  5.406
C  10.575  -0.404  5.424
C  10.037  -1.006  4.113
C  8.505  -1.161  4.131
C  7.870  -0.870  2.758
C  7.411  0.593  2.631
C  6.014  0.847  3.226
C  4.779  1.072  2.315
S  4.990  0.000  0.799
O  3.724  0.497  3.060
P  2.346  1.423  3.489
C  1.495  0.064  4.508
C  0.080  -0.398  4.173
C  -1.023  0.195  5.060
O  0.074  -1.837  4.390
C  1.028  2.731  3.938
C  1.005  3.382  5.306
C  0.037  4.568  5.335
F  0.591  2.512  6.321
P  3.618  1.669  5.454
O  4.324  0.400  5.857
C  1.439  0.978  1.806
I  0.364  2.522  0.751
C  1.352  -0.195  1.162
C  0.627  -0.467  -0.136
I  2.175  -2.016  1.864
O  3.147  2.767  2.606
C  4.337  2.537  1.940
C  4.020  2.650  0.420
C  5.311  3.739  2.172
Cl  6.906  3.430  1.428
C  5.533  4.322  3.576
C  6.601  5.431  3.585
Cl  4.024  5.052  4.187
H  12.548  3.432  6.229
H  10.879  3.487  5.618
H  11.163  3.275  7.346
H  9.579  1.466  5.822
H  10.615  1.499  4.384
H  9.922  -0.754  6.224
H  11.593  -0.724  5.633
H  10.505  -1.971  3.924
H  10.305  -0.345  3.287
H  8.113  -0.420  4.828
H  8.214  -2.158  4.452
H  7.032  -1.542  2.577
H  8.590  -1.058  1.959
H  7.538  0.935  1.614
H  8.124  1.174  3.229
H  5.756  -0.032  3.812
H  6.076  1.651  3.958
H  5.004  -1.163  1.451
H  1.468  0.419  5.538
H  2.136  -0.814  4.556
H  -0.243  -0.240  3.144
H  -1.354  1.155  4.667
H  -1.893  -0.462  5.004
H  -0.703  0.296  6.091
H  -0.801  -2.145  4.154
H  0.023  2.366  3.730
H  1.179  3.584  3.284
H  1.976  3.793  5.582
H  -0.985  4.238  5.172
H  0.123  5.078  6.295
H  0.333  5.288  4.574
H  2.853  2.064  6.581
H  4.597  2.686  5.330
H  1.001  0.165  -0.937
H  -0.435  -0.291  0.038
H  0.742  -1.501  -0.444
H  3.464  3.577  0.291
H  4.910  2.659  -0.206
H  3.376  1.845  0.088
H  4.882  4.559  1.598
H  5.884  3.552  4.256
H  6.586  6.017  2.671
H  7.585  4.991  3.730
H  6.419  6.064  4.449
C  -7.205  -2.677  1.060
C  -8.223  -3.459  1.596
C  -7.991  -4.223  2.726
C  -6.737  -4.215  3.323
C  -5.711  -3.443  2.775
C  -5.953  -2.668  1.648
C  -4.345  -3.444  3.375
O  -3.458  -2.765  2.904
C  -4.108  -4.308  4.565
C  -2.833  -4.363  5.107
C  -2.586  -5.142  6.223
C  -3.620  -5.870  6.803
C  -4.894  -5.826  6.263
C  -5.144  -5.050  5.138
C  -6.513  -5.032  4.552
O  -7.420  -5.662  5.054
H  -7.392  -2.075  0.181
H  -9.199  -3.470  1.129
H  -8.778  -4.829  3.153
H  -5.154  -2.065  1.239
H  -2.040  -3.791  4.650
H  -1.589  -5.181  6.641
H  -3.428  -6.475  7.680
H  -5.701  -6.391  6.707
C  -4.959  -1.109  -1.664
C  -3.609  -1.243  -1.360
C  -2.654  -1.040  -2.341
C  -3.045  -0.712  -3.631
C  -4.402  -0.600  -3.943
C  -5.356  -0.791  -2.952
C  -4.840  -0.298  -5.332
O  -6.019  -0.192  -5.612
C  -3.793  -0.128  -6.378
C  -4.181  0.112  -7.690
C  -3.222  0.287  -8.672
C  -1.871  0.229  -8.348
C  -1.479  -0.012  -7.043
C  -2.437  -0.197  -6.055
C  -1.998  -0.480  -4.660
O  -0.821  -0.530  -4.369
H  -5.704  -1.259  -0.894
H  -3.300  -1.505  -0.355
H  -1.602  -1.139  -2.109
H  -6.404  -0.693  -3.198
H  -5.233  0.160  -7.933
H  -3.526  0.470  -9.695
H  -1.124  0.372  -9.117
H  -0.431  -0.058  -6.781
C  -4.012  8.620  -5.830
C  -5.037  9.290  -6.492
C  -6.181  8.609  -6.871
C  -6.303  7.252  -6.598
C  -5.267  6.578  -5.949
C  -4.126  7.268  -5.560
C  -5.356  5.114  -5.676
O  -4.458  4.531  -5.108
C  -6.578  4.393  -6.129
C  -6.665  3.022  -5.927
C  -7.794  2.332  -6.330
C  -8.847  3.013  -6.932
C  -8.767  4.380  -7.139
C  -7.631  5.075  -6.745
C  -7.551  6.540  -6.999
O  -8.469  7.139  -7.519
H  -3.122  9.156  -5.528
H  -4.942  10.345  -6.710
H  -6.985  9.122  -7.380
H  -3.334  6.739  -5.049
H  -5.845  2.500  -5.456
H  -7.847  1.264  -6.174
H  -9.732  2.473  -7.243
H  -9.580  4.916  -7.609
C  -2.356  -9.045  -4.722
C  -3.302  -8.066  -5.008
C  -2.919  -6.741  -5.120
C  -1.588  -6.387  -4.939
C  -0.641  -7.367  -4.636
C  -1.030  -8.696  -4.536
C  0.789  -7.008  -4.397
O  1.608  -7.866  -4.144
C  1.169  -5.572  -4.476
C  2.478  -5.197  -4.205
C  2.846  -3.863  -4.280
C  1.911  -2.898  -4.638
C  0.606  -3.267  -4.911
C  0.228  -4.598  -4.821
C  -1.193  -4.956  -5.080
O  -2.010  -4.113  -5.393
H  -2.657  -10.081  -4.641
H  -4.340  -8.340  -5.143
H  -3.646  -5.974  -5.346
H  -0.288  -9.449  -4.309
H  3.200  -5.952  -3.928
H  3.864  -3.573  -4.055
H  2.197  -1.856  -4.694
H  -0.128  -2.523  -5.177